Record 1
This record from the Open Molecules 2025 dataset describes an isolated molecule of C23H27N3O4S. The level of theory is ωB97M-V/def2-TZVPD.

```
58
Properties=species:S:1:pos:R:3:forces:R:3
C -0.7453 -4.1147 -1.6532 0.145 0.280 0.266
C -0.5746 -3.5681 -0.2433 -0.545 -0.427 -0.125
O 0.2733 -2.4165 -0.2246 0.276 0.208 -0.023
C -0.3035 -1.2520 -0.5185 -0.255 0.158 -0.063
O -1.4786 -1.1604 -0.8384 0.106 -0.245 0.011
C 0.5733 -0.0898 -0.3937 -0.174 0.521 -0.032
C 0.0159 1.1770 -0.3653 0.367 -0.124 0.017
N -1.3280 1.4310 -0.4274 -0.309 -0.377 -0.067
C -1.8749 2.6476 -0.2322 -0.419 -0.230 0.029
O -1.2304 3.6670 -0.1068 -0.224 0.245 -0.003
C -3.4040 2.6075 -0.2086 0.051 0.522 -0.064
O -3.7952 1.3208 0.2136 -0.257 -0.260 0.050
C -5.1003 0.9588 0.1837 -0.145 -0.261 0.033
C -6.1547 1.7855 -0.1828 0.277 0.153 -0.008
C -7.4524 1.3013 -0.1777 0.010 -0.145 0.041
C -7.7227 -0.0061 0.1911 -0.124 0.039 -0.025
C -6.6856 -0.8396 0.5631 0.130 0.130 -0.028
C -5.3746 -0.3697 0.5634 -0.516 0.634 -0.261
C -4.3267 -1.2331 0.9570 0.395 -0.295 0.177
N -3.5109 -1.9634 1.2970 0.204 -0.207 0.125
S 1.1707 2.4301 -0.1669 0.352 -0.497 -0.016
C 2.4523 1.2476 -0.1504 -0.342 -0.198 -0.030
C 1.9961 -0.0275 -0.2655 0.156 0.260 -0.017
C 2.9527 -1.1749 -0.2469 0.253 0.073 0.203
C 4.2074 -0.7757 0.5614 -0.076 -0.464 0.073
C 3.8470 -0.6743 2.0460 0.056 -0.028 -0.212
C 5.2915 -1.8418 0.3858 -0.200 0.277 0.063
N 4.7707 0.4849 0.0951 0.274 0.023 -0.301
C 3.8945 1.6506 -0.0281 0.016 0.430 0.064
C 4.0887 2.5684 1.1902 -0.025 -0.131 -0.215
C 4.2915 2.4292 -1.2911 0.039 -0.188 0.202
H -1.2588 -3.3843 -2.2733 -0.047 0.003 -0.061
H 0.2243 -4.3355 -2.0943 0.059 -0.071 -0.059
H -1.3371 -5.0248 -1.6196 -0.060 -0.123 -0.019
H -1.5469 -3.2956 0.1805 0.221 -0.097 0.025
H -0.0730 -4.2925 0.4017 -0.067 0.115 -0.041
H -1.9001 0.5832 -0.5279 0.129 0.328 0.036
H -3.7703 2.8240 -1.2223 0.020 -0.041 0.122
H -3.7662 3.3872 0.4726 0.094 -0.122 -0.089
H -5.9715 2.8095 -0.4684 0.046 0.078 -0.019
H -8.2592 1.9584 -0.4652 -0.056 0.057 -0.024
H -8.7373 -0.3725 0.1910 -0.077 -0.033 0.002
H -6.8745 -1.8612 0.8572 0.012 -0.053 0.019
H 3.2421 -1.4246 -1.2733 0.042 -0.100 0.012
H 2.4816 -2.0532 0.1897 0.078 -0.021 -0.031
H 3.6257 -1.6624 2.4416 -0.062 -0.120 0.060
H 4.6836 -0.2543 2.5973 0.093 0.044 0.093
H 2.9729 -0.0465 2.1918 -0.087 0.079 0.100
H 5.5661 -1.9465 -0.6623 0.035 -0.023 -0.149
H 6.1781 -1.5603 0.9475 0.121 0.006 0.075
H 4.9376 -2.8044 0.7451 -0.042 -0.125 0.016
H 5.2372 0.3216 -0.7895 -0.053 0.000 -0.011
H 5.1414 2.8193 1.2838 0.113 0.061 -0.006
H 3.7686 2.0758 2.1018 -0.050 -0.034 0.129
H 3.5106 3.4801 1.0639 -0.069 0.182 0.081
H 4.1299 1.8211 -2.1799 -0.034 -0.048 -0.079
H 5.3412 2.7080 -1.2378 0.154 0.074 -0.001
H 3.6908 3.3309 -1.3781 -0.007 0.105 -0.046
```
Forces are in eV/Å.

Total charge: 0
Kohn-Sham gap (eV): 8.160
SMILES: CCOC(=O)c1c(NC(=O)COc2ccccc2C#N)sc2c1CC(C)(C)NC2(C)C
Multiplicity: 1

=====

Record 2
This record from the Open Molecules 2025 dataset describes an isolated molecule of C23H27N3O6S. The level of theory is ωB97M-V/def2-TZVPD.

```
60
Properties=species:S:1:pos:R:3:forces:R:3
C 2.3053 4.8319 4.4711 0.022 -0.181 -0.193
C 2.4580 3.7223 3.4392 0.103 0.120 -0.248
C 3.1035 4.2507 2.1579 -0.115 0.108 0.437
O 3.3717 3.2294 1.2160 0.115 -0.191 -0.143
C 2.3598 2.6745 0.5128 -0.145 -0.171 -0.299
C 1.0422 3.1190 0.4801 0.352 0.139 0.128
C 0.0998 2.4747 -0.2982 -0.113 -0.044 -0.166
C 0.4368 1.3586 -1.0552 0.205 0.234 0.127
N -0.5626 0.6486 -1.7901 0.253 0.362 0.074
C -1.9342 0.7765 -1.5511 -0.453 -0.204 -0.275
O -2.4510 1.4366 -0.6927 -0.060 0.101 0.109
C -2.6655 -0.0581 -2.5725 -0.068 -0.097 -0.026
C -1.6067 -0.9952 -3.1378 -0.375 0.035 -0.337
N -1.7389 -2.3603 -2.6188 0.232 0.292 0.047
C -0.6452 -2.9273 -1.8588 0.198 -0.330 0.015
C -0.3573 -2.1669 -0.5857 0.130 -0.098 0.217
C 0.9568 -2.0161 -0.1576 -0.259 -0.076 0.031
C 1.2417 -1.2739 0.9755 0.098 -0.085 0.160
C 0.2090 -0.6742 1.6640 0.330 0.238 0.286
S 0.5905 0.3496 3.0647 -0.173 -0.325 0.771
N -0.0816 -0.5577 4.3170 0.223 0.391 -0.649
O 2.0117 0.3933 3.2513 -0.012 -0.359 -0.149
O -0.1387 1.5811 2.9934 -0.412 -0.264 -0.049
C -1.1062 -0.8411 1.2806 -0.188 -0.048 -0.118
C -1.3888 -1.6074 0.1635 0.110 -0.053 0.195
C -2.8253 -3.0381 -3.0894 -0.042 -0.361 0.348
O -3.6077 -2.4911 -3.8417 -0.241 0.130 -0.306
C -3.0331 -4.4753 -2.6519 -0.057 -0.025 -0.156
C -2.2455 -5.4301 -3.5508 -0.079 0.035 0.122
C -0.2943 -0.3345 -2.7241 -0.165 -0.162 -0.417
O 0.7824 -0.6330 -3.1749 0.083 -0.035 -0.048
C 1.7646 0.9337 -1.0552 0.080 0.035 -0.135
C 2.7044 1.5836 -0.2882 -0.034 0.206 0.203
H 1.6741 5.6300 4.0857 -0.074 0.136 0.027
H 1.8481 4.4423 5.3765 -0.038 0.041 0.118
H 3.2741 5.2561 4.7283 0.074 0.092 0.081
H 1.4853 3.2845 3.2117 0.074 0.004 0.015
H 3.0842 2.9202 3.8331 -0.015 -0.038 -0.035
H 4.0892 4.6695 2.3847 -0.160 0.029 -0.037
H 2.4907 5.0428 1.7089 0.069 -0.032 -0.001
H 0.7217 3.9654 1.0639 -0.007 0.084 0.111
H -0.9081 2.8492 -0.2877 -0.012 -0.031 0.017
H -3.5119 -0.5751 -2.1250 0.078 0.058 0.014
H -3.0661 0.6024 -3.3434 0.028 0.033 0.022
H -1.6539 -1.0541 -4.2327 0.120 0.132 0.240
H -0.8865 -3.9592 -1.6041 0.018 0.065 -0.099
H 0.2601 -2.9397 -2.4785 -0.097 -0.078 0.142
H 1.7580 -2.4632 -0.7265 0.112 0.002 -0.104
H 2.2515 -1.1234 1.3206 0.161 -0.001 -0.041
H 0.6286 -0.9476 4.9147 0.243 -0.090 0.038
H -0.7531 -0.0246 4.8454 -0.140 0.227 0.013
H -1.8880 -0.3553 1.8405 -0.204 0.040 0.021
H -2.4133 -1.7535 -0.1446 -0.121 0.056 -0.053
H -2.7791 -4.6209 -1.6014 -0.019 -0.004 0.009
H -4.0982 -4.6793 -2.7749 0.078 0.125 0.080
H -1.1744 -5.2536 -3.4845 0.119 -0.031 -0.019
H -2.5496 -5.2937 -4.5856 0.006 -0.013 -0.095
H -2.4448 -6.4606 -3.2661 0.036 -0.081 -0.022
H 2.0750 0.1028 -1.6630 -0.009 0.003 0.007
H 3.7310 1.2543 -0.2884 0.141 -0.049 -0.004
```
Forces are in eV/Å.

Total charge: 0
Kohn-Sham gap (eV): 8.346
SMILES: CCCOc1ccc(N2C(=O)C[C@H](N(Cc3ccc(S(N)(=O)=O)cc3)C(=O)CC)C2=O)cc1
Multiplicity: 1

=====

Record 3
This record from the Open Molecules 2025 dataset describes an isolated molecule of C23H27N3OS. The level of theory is ωB97M-V/def2-TZVPD.

```
55
Properties=species:S:1:pos:R:3:forces:R:3
O -3.5439 -0.5243 -1.5408 -0.089 0.032 0.039
C -2.6146 0.1454 -1.1398 -0.130 0.019 -0.167
C -2.7393 1.3946 -0.4019 0.161 0.431 0.243
C -3.9960 1.8728 -0.0284 0.011 -0.042 -0.041
C -4.1011 3.0424 0.6890 -0.165 -0.085 -0.040
C -2.9529 3.7513 1.0419 0.128 0.026 0.015
C -1.7056 3.2953 0.6836 -0.110 -0.007 0.003
C -1.5823 2.1058 -0.0429 -0.695 -0.211 -0.087
N -0.3383 1.6585 -0.3905 0.399 -0.050 -0.022
C -0.2434 0.5315 -1.0029 0.445 0.604 0.167
S 1.3661 -0.0338 -1.4109 0.320 -0.116 -0.076
C 2.3506 1.3546 -0.7644 -0.152 -0.121 -0.091
C 3.8247 0.9650 -0.7667 -0.317 -0.075 -0.033
N 4.0399 -0.1792 0.0949 0.013 -0.072 -0.060
C 5.0188 -1.1376 -0.3758 0.250 0.030 -0.159
C 6.4659 -0.6646 -0.1966 -0.154 -0.227 0.157
C 6.7164 -0.3522 1.2767 0.040 0.264 -0.160
C 5.6897 0.6648 1.7690 -0.114 -0.241 0.018
C 4.2703 0.1537 1.4881 0.076 0.198 0.149
N -1.2909 -0.2559 -1.3761 -0.201 0.126 -0.104
C -1.0863 -1.5955 -1.8899 0.076 -0.480 -0.150
C -0.7927 -2.5742 -0.7379 -0.150 0.151 -0.056
C -1.8590 -2.4334 0.3120 0.127 -0.193 0.083
C -1.7086 -1.5114 1.3405 0.062 -0.082 0.012
C -2.7342 -1.2856 2.2411 -0.033 0.084 0.089
C -3.9215 -1.9869 2.1272 -0.073 0.040 0.081
C -4.0740 -2.9200 1.1159 -0.078 -0.066 -0.041
C -3.0507 -3.1382 0.2123 0.054 -0.013 0.081
H -4.8647 1.2994 -0.3141 -0.090 -0.038 -0.013
H -5.0715 3.4147 0.9808 -0.084 0.016 0.015
H -3.0459 4.6689 1.6047 0.003 0.072 0.044
H -0.8091 3.8320 0.9517 0.105 0.043 0.012
H 1.9806 1.5550 0.2387 0.072 0.104 -0.034
H 2.1621 2.2204 -1.3976 0.002 0.059 0.123
H 4.4089 1.8501 -0.4705 -0.018 -0.056 -0.107
H 4.1144 0.6995 -1.7864 0.125 0.051 0.024
H 4.8104 -1.3605 -1.4246 -0.013 -0.068 0.031
H 4.8699 -2.0577 0.1988 0.037 -0.070 -0.058
H 6.6341 0.2325 -0.7974 0.047 0.028 -0.072
H 7.1520 -1.4382 -0.5446 0.048 0.013 -0.082
H 7.7284 0.0337 1.4177 0.008 -0.080 0.059
H 6.6224 -1.2717 1.8599 0.043 -0.062 0.054
H 5.8475 1.6172 1.2570 0.019 0.070 0.030
H 5.8075 0.8390 2.8396 -0.007 0.088 0.025
H 3.5338 0.8980 1.7987 -0.048 -0.070 0.060
H 4.0962 -0.7565 2.0710 -0.040 0.055 0.090
H -2.0178 -1.8773 -2.3868 0.237 0.061 -0.005
H -0.2651 -1.5868 -2.6102 -0.144 -0.003 -0.033
H 0.1889 -2.3500 -0.3168 -0.014 -0.086 -0.006
H -0.7768 -3.5860 -1.1441 0.057 -0.032 0.000
H -0.7826 -0.9593 1.4346 0.106 0.050 -0.009
H -2.6082 -0.5537 3.0260 0.007 0.049 0.062
H -4.7266 -1.8048 2.8239 -0.062 0.003 0.059
H -4.9989 -3.4699 1.0232 -0.078 -0.046 -0.008
H -3.1810 -3.8527 -0.5875 -0.022 -0.078 -0.107
```
Forces are in eV/Å.

Total charge: 0
Kohn-Sham gap (eV): 8.679
SMILES: O=c1c2ccccc2nc(SCCN2CCCCC2)n1CCc1ccccc1
Multiplicity: 1

=====

Record 4
This record from the Open Molecules 2025 dataset describes a structure of composition C23H27N5O5PS2Ta. The level of theory is ωB97M-V/def2-TZVPD.

```
64
Properties=species:S:1:pos:R:3:forces:R:3
Ta 0.3331 -0.0424 -0.0220 -0.053 -0.253 -0.018
C -2.7952 2.7632 1.6873 -0.035 -0.016 0.011
C -1.7316 2.0902 0.8960 0.087 0.090 -0.143
N -1.3212 0.8790 1.0866 -0.053 -0.084 -0.083
N -1.9327 0.1478 2.0850 -0.008 0.088 -0.062
C -1.3590 -1.0080 2.1550 0.048 -0.147 0.020
O -0.3479 -1.3034 1.3602 0.023 0.057 0.080
C -1.7880 -2.0236 3.1261 0.043 -0.030 -0.086
C -2.8513 -1.7705 3.9909 -0.005 -0.001 0.003
C -3.2425 -2.7402 4.8959 -0.021 0.018 0.011
C -2.5787 -3.9602 4.9413 0.010 -0.015 -0.001
C -1.5195 -4.2132 4.0811 -0.012 0.025 -0.004
C -1.1218 -3.2461 3.1718 -0.008 -0.006 0.026
C -1.0012 2.7860 -0.1583 -0.089 -0.061 0.123
C -1.2218 4.1252 -0.4345 0.025 0.006 -0.032
C -0.4388 4.7593 -1.3794 -0.027 0.004 0.022
C 0.5434 4.0262 -2.0234 0.008 0.001 -0.020
C 0.6964 2.6905 -1.7147 -0.017 0.004 0.014
N -0.0625 2.0565 -0.8055 0.048 -0.010 -0.049
H -3.2450 2.0661 2.3846 0.005 0.000 0.001
H -3.5670 3.1622 1.0271 0.007 0.004 -0.004
H -2.3652 3.5987 2.2442 0.000 -0.003 0.005
H -3.3607 -0.8181 3.9441 -0.001 -0.004 0.003
H -4.0676 -2.5481 5.5685 0.001 0.001 -0.002
H -2.8899 -4.7155 5.6508 0.002 -0.001 -0.001
H -1.0041 -5.1632 4.1188 0.001 -0.001 0.000
H -0.2966 -3.4279 2.4975 0.002 -0.001 -0.005
H -1.9868 4.6599 0.1075 0.003 0.017 -0.010
H -0.5866 5.8070 -1.6035 -0.001 -0.001 0.003
H 1.1880 4.4731 -2.7663 0.000 -0.003 0.000
H 1.4385 2.0933 -2.2185 0.012 0.007 0.004
C 0.5342 -4.6046 -4.5510 -0.016 -0.039 -0.036
C 0.0409 -4.0409 -3.2443 -0.009 0.082 -0.009
O 0.9109 -2.9425 -2.8309 0.113 -0.034 0.083
P 0.4598 -1.4483 -2.8467 -0.125 0.026 -0.036
S 1.9145 -0.3107 -2.1070 -0.018 -0.022 0.131
S -1.1997 -1.1171 -1.7480 -0.009 0.196 0.109
O 0.1729 -1.1892 -4.3758 -0.020 -0.036 -0.080
C -0.2839 0.0945 -4.8711 0.010 -0.001 0.051
C -0.5317 -0.0444 -6.3505 -0.009 0.007 -0.020
H -0.0860 -5.4565 -4.8327 0.007 0.001 -0.002
H 1.5645 -4.9447 -4.4578 0.000 0.002 0.007
H 0.4792 -3.8594 -5.3434 -0.005 0.010 0.010
H 0.0966 -4.7634 -2.4336 -0.001 -0.009 -0.007
H -0.9848 -3.6753 -3.3137 -0.012 -0.010 -0.007
H 0.4941 0.8303 -4.6571 -0.004 0.005 -0.007
H -1.1915 0.3669 -4.3292 -0.003 0.007 -0.004
H 0.3789 -0.3419 -6.8686 0.002 0.002 0.004
H -0.8633 0.9118 -6.7556 0.001 -0.002 0.001
H -1.3053 -0.7862 -6.5441 0.001 -0.002 0.002
C 3.4917 3.3581 3.3768 -0.003 -0.027 -0.031
N 3.1920 2.1176 2.6616 0.026 -0.003 0.038
C 3.9219 0.9889 2.8637 -0.003 0.022 -0.014
C 3.6547 -0.1913 2.2583 0.002 -0.026 -0.013
C 2.5450 -0.1944 1.3743 0.035 0.105 0.012
O 2.0752 -1.1778 0.7232 -0.003 0.038 0.012
N 1.8401 0.9475 1.1645 0.030 0.044 -0.012
C 2.0806 2.1299 1.8158 0.018 -0.035 0.004
O 1.4002 3.1266 1.6805 -0.006 -0.003 -0.001
H 4.4652 3.2593 3.8482 -0.001 0.005 0.012
H 2.7317 3.5527 4.1313 -0.004 0.008 -0.004
H 3.5036 4.1861 2.6738 0.007 0.005 0.004
H 4.7445 1.0945 3.5580 0.002 -0.001 -0.001
H 4.2371 -1.0798 2.4366 -0.001 0.001 0.000
```
Forces are in eV/Å.

Total charge: +1
⟨S²⟩: 0.76
Kohn-Sham gap (spin up / spin down) (eV): 6.412 / 7.401
Multiplicity: 2

=====

no.,molar mass (g/mol),strongest force on any atom (eV/A)
1,441.55,0.9
2,473.55,0.9
3,393.56,0.8
4,729.56,0.3